The following is a DFT calculation (the ωB97M-V functional and the def2-TZVPD basis) of a 2-piece molecular cluster, C4H7PS overall in a non-equilibrium geometry.

XYZ file:
```
13
Properties=species:S:1:pos:R:3
C -0.90502 0.39433 -0.46926
C -0.89997 0.04042 0.75355
C -0.57778 -0.55452 -1.56127
C -0.93163 -0.15248 2.03099
P 2.36598 -0.87458 -0.13160
S 2.75735 1.08800 -0.32444
H -1.24614 1.34503 -0.82381
H 0.25647 -0.05804 -2.17510
H -0.23724 -1.45199 -1.18269
H -1.56148 -0.80663 -2.12820
H 0.07065 0.03523 2.50753
H -1.60629 -0.62980 2.64569
H 2.51509 1.62504 0.85860
```

Results
ΔE to the lowest compared entry with this formula, charge and spin = 292.4 kJ/mol
Multiplicity = 1
HOMO (alpha / beta) = -7.91 / -7.91 eV
Molecular weight = 118.14 g mol⁻¹